The following is a DFT calculation (ωB97M-V/def2-TZVPD) of 5 unconnected molecules or ions with the total composition C32H64FO8.

XYZ file:
```
105
Properties=species:S:1:pos:R:3:forces:R:3
C 1.3896 5.5752 5.1485 0.72 -0.29 0.05
C 1.6258 4.0666 5.0715 -0.76 -0.22 0.07
C 0.4372 3.2926 4.4823 1.11 -0.23 -0.14
C 0.8421 1.8251 4.2020 -1.06 0.13 0.45
C 0.2160 1.2537 2.9336 -0.12 0.41 -0.06
C 0.5577 1.9880 1.6198 0.43 -0.49 -0.21
C 1.8821 2.7420 1.5665 0.04 -0.35 0.19
C 3.1258 1.8735 1.8207 -0.34 0.02 -0.29
C 4.1867 1.9451 0.7210 0.40 0.37 0.20
C 4.5090 3.3430 0.1333 0.11 -0.60 0.41
C 4.6617 4.4983 1.1376 -0.20 0.53 -0.68
C 4.3439 5.8598 0.4848 0.11 -0.41 -0.65
C 2.8758 6.1170 0.1469 -0.82 0.14 0.96
C 1.9591 6.3207 1.3820 0.25 0.51 -0.49
C 1.5781 7.7526 1.5423 0.47 -1.18 0.70
C 2.5746 8.6354 2.3295 -0.59 0.11 -0.28
F 0.3519 7.8336 2.3246 -0.30 0.36 -0.02
H 0.7036 5.8960 4.3712 -0.14 0.19 0.00
H 1.0765 5.8811 6.1437 -0.40 0.06 0.02
H 2.3347 6.0835 4.9682 0.04 0.22 -0.08
H 1.8206 3.6412 6.0575 0.23 0.05 0.18
H 2.4877 3.8229 4.4587 0.25 0.17 -0.19
H -0.3881 3.3030 5.1878 -0.34 0.17 -0.03
H 0.1536 3.7966 3.5600 -0.24 0.02 -0.05
H 1.9141 1.6858 4.2653 0.32 0.10 -0.29
H 0.4324 1.2458 5.0340 0.15 -0.26 0.09
H 0.4020 0.1864 2.8502 0.25 0.20 0.04
H -0.8642 1.3364 3.0791 -0.18 -0.09 -0.03
H -0.2332 2.6610 1.3026 -0.17 0.22 0.17
H 0.6207 1.2306 0.8308 -0.16 -0.11 -0.10
H 1.9318 3.2224 0.5994 0.12 0.15 -0.33
H 1.8793 3.5638 2.2599 -0.12 0.47 0.24
H 2.8113 0.8335 1.9297 0.05 -0.18 0.00
H 3.5583 2.1370 2.7809 0.21 0.14 0.15
H 3.9075 1.2687 -0.0875 -0.05 0.02 -0.20
H 5.1237 1.5524 1.1225 0.06 -0.20 0.10
H 3.8086 3.5576 -0.6658 -0.30 0.34 0.05
H 5.4814 3.2416 -0.3505 0.05 -0.01 -0.30
H 5.7119 4.5243 1.4295 0.04 -0.07 0.40
H 4.0402 4.3998 2.0206 -0.10 -0.23 0.19
H 4.9244 5.8954 -0.4480 0.19 0.05 -0.07
H 4.7001 6.6822 1.1040 0.04 0.02 0.20
H 2.8360 7.0330 -0.4504 0.05 0.04 -0.29
H 2.4513 5.3322 -0.4864 0.38 -0.26 -0.30
H 2.5228 6.0525 2.2853 0.10 -0.26 0.15
H 1.3410 8.1905 0.5736 -0.11 0.22 -0.07
H 2.0395 9.2542 3.0515 0.07 0.33 -0.05
H 3.1237 9.2558 1.6222 0.18 0.19 0.07
H 3.2807 8.0186 2.8687 0.14 -0.20 0.13
O -0.1389 -1.8535 2.7731 0.05 -0.37 0.04
C 0.3103 -2.8980 2.3803 -0.22 0.01 -0.35
O 1.6256 -3.0032 2.1345 0.11 0.17 0.47
C 2.2519 -4.2503 1.8128 0.09 -0.15 -0.37
C 2.0640 -4.5585 0.3432 0.19 -0.04 0.24
C -0.6010 -4.0593 2.0561 0.02 -0.27 0.41
H 1.8828 -5.0536 2.4533 -0.10 0.05 0.03
H 3.3056 -4.1206 2.0563 -0.04 0.18 0.04
H 1.0159 -4.6651 0.1048 -0.04 -0.12 -0.07
H 2.5749 -5.4818 0.0647 0.01 0.00 0.02
H 2.4527 -3.7458 -0.2688 0.05 0.00 0.02
H -0.9965 -3.9239 1.0495 0.05 -0.07 -0.04
H -1.4224 -4.0453 2.7681 -0.06 0.14 -0.07
H -0.1319 -5.0364 2.1279 0.05 0.00 -0.18
O 0.1681 -4.4564 -1.8562 -0.26 0.01 -0.23
C -0.7667 -3.8229 -2.2809 0.02 0.01 -0.24
O -2.0094 -4.2655 -2.0290 0.12 -0.03 0.33
C -3.1921 -3.5009 -2.3227 -0.39 -0.11 -0.23
C -3.6167 -3.6862 -3.7625 0.24 -0.05 0.06
C -0.5688 -2.5970 -3.1389 -0.03 0.28 0.30
H -3.0492 -2.4513 -2.0640 0.08 0.00 -0.02
H -3.9574 -3.8819 -1.6498 0.20 -0.03 -0.04
H -2.8592 -3.3301 -4.4555 -0.11 0.11 0.15
H -4.5433 -3.1486 -3.9626 0.00 0.01 0.02
H -3.7738 -4.7473 -3.9709 -0.08 -0.01 0.09
H -0.4119 -2.9103 -4.1708 -0.03 0.00 -0.02
H 0.3194 -2.0767 -2.7879 0.10 -0.14 -0.06
H -1.3929 -1.8902 -3.1030 -0.07 -0.09 -0.13
O -6.4140 -2.9650 -0.9097 0.11 -0.03 -0.02
C -5.8961 -2.5708 0.1019 -0.24 -0.02 0.18
O -4.6233 -2.9194 0.3545 0.08 0.01 -0.06
C -3.8459 -2.3743 1.4311 0.08 0.03 0.27
C -4.0720 -3.1206 2.7298 -0.16 -0.05 -0.06
C -6.6636 -1.7643 1.1228 0.16 0.39 -0.09
H -4.0187 -1.3030 1.5306 -0.07 -0.01 0.00
H -2.8104 -2.4918 1.1198 -0.03 0.01 -0.10
H -5.1052 -3.0388 3.0692 0.01 0.08 0.02
H -3.4180 -2.7232 3.5063 0.02 0.02 -0.02
H -3.8578 -4.1814 2.5933 0.05 0.01 0.00
H -7.2232 -2.4476 1.7602 0.01 -0.02 0.01
H -7.3632 -1.1239 0.5916 -0.10 -0.15 -0.05
H -6.0427 -1.1219 1.7420 0.02 -0.13 0.09
O -2.8299 -2.9520 -6.5550 0.17 -0.02 -0.32
C -2.4876 -3.9977 -7.0359 -0.25 0.07 -0.23
O -1.2056 -4.1452 -7.4229 0.20 0.11 0.20
C -0.6470 -5.3948 -7.8368 0.01 -0.15 -0.15
C -0.9006 -5.6669 -9.3051 -0.13 0.07 -0.05
C -3.4754 -5.1129 -7.2854 0.11 -0.27 0.31
H -0.9979 -6.2054 -7.1967 -0.06 0.01 -0.01
H 0.4229 -5.2996 -7.6606 -0.02 0.11 0.06
H -1.9658 -5.7509 -9.5212 0.00 -0.07 0.03
H -0.4140 -6.5937 -9.6103 0.02 0.00 0.01
H -0.5105 -4.8497 -9.9115 0.06 -0.01 0.02
H -3.9842 -4.9250 -8.2300 0.01 0.01 -0.02
H -4.2078 -5.1016 -6.4821 -0.07 0.17 -0.06
H -3.0327 -6.1059 -7.3062 0.02 0.03 -0.15
```
Forces are in eV/Å.

Computed properties:
**HOMO level**: -0.048 Eh
**Molecular weight**: 595.9 g mol⁻¹
**HOMO-LUMO gap**: 0.10790 Ha
**Total energy**: -1959.4094 a.u.
**Total charge**: -1

Atom charges from the Löwdin analysis, given in e for atoms 1 to 99:
1 C -0.10
2 C -0.27
3 C -0.21
4 C -0.21
5 C -0.21
6 C -0.20
7 C -0.20
8 C -0.20
9 C -0.21
10 C -0.21
11 C -0.20
12 C -0.23
13 C -0.29
14 C -0.22
15 C -0.45
16 C -0.08
17 F -0.17
18 H 0.06
19 H 0.06
20 H 0.06
21 H 0.10
22 H 0.08
23 H 0.10
24 H 0.10
25 H 0.09
26 H 0.10
27 H 0.06
28 H 0.10
29 H 0.10
30 H 0.10
31 H 0.10
32 H 0.07
33 H 0.10
34 H 0.09
35 H 0.10
36 H 0.09
37 H 0.09
38 H 0.10
39 H 0.10
40 H 0.08
41 H 0.09
42 H 0.09
43 H 0.08
44 H 0.06
45 H 0.02
46 H 0.10
47 H 0.05
48 H 0.05
49 H 0.05
50 O 0.10
51 C -0.50
52 O 0.01
53 C -0.23
54 C -0.07
55 C 0.02
56 H 0.11
57 H 0.12
58 H 0.03
59 H 0.09
60 H 0.09
61 H 0.09
62 H 0.07
63 H 0.08
64 O 0.07
65 C -0.51
66 O 0.00
67 C -0.22
68 C -0.06
69 C 0.03
70 H 0.12
71 H 0.10
72 H 0.04
73 H 0.09
74 H 0.08
75 H 0.09
76 H 0.09
77 H 0.08
78 O 0.10
79 C -0.53
80 O -0.03
81 C -0.21
82 C -0.06
83 C 0.02
84 H 0.12
85 H 0.11
86 H 0.07
87 H 0.09
88 H 0.08
89 H 0.10
90 H 0.09
91 H 0.07
92 O 0.09
93 C -0.52
94 O 0.00
95 C -0.24
96 C -0.07
97 C 0.02
98 H 0.11
99 H 0.12

The following is a DFT calculation (ωB97M-V/def2-TZVPD) of 8 unconnected molecules or ions with the total composition C32H64O10S2.

XYZ file:
```
108
Properties=species:S:1:pos:R:3:forces:R:3
C 4.2731 3.4875 2.9081 -0.25 -0.14 0.01
C 4.1503 3.6585 1.3889 0.74 0.12 0.24
C 3.1673 4.7813 1.1585 -0.85 -0.23 0.54
S 3.5955 5.9684 2.4057 -1.18 0.44 2.04
O 2.5048 6.5385 3.1669 -0.33 -0.57 -0.77
O 4.5195 6.8660 1.8398 1.80 1.52 -1.24
C 4.4649 4.8731 3.5112 -0.07 -0.73 0.60
H 5.0542 2.7622 3.1149 0.24 0.15 0.32
H 3.3444 3.0550 3.2910 0.03 0.08 -0.07
H 3.7645 2.7350 1.0226 -0.15 -0.68 -0.76
H 5.1462 3.8662 0.9273 -0.79 -0.09 0.28
H 2.1536 4.5117 1.4482 -0.18 -0.45 -0.14
H 3.1321 5.1944 0.1642 0.23 0.43 -0.15
H 4.1298 4.9882 4.5689 0.07 0.01 -1.01
H 5.4847 5.1862 3.4195 0.69 0.18 0.09
C -6.0917 -0.9188 -3.3871 1.80 0.50 -1.14
C -5.4436 -0.5276 -2.0654 -0.56 0.30 0.18
C -4.3896 -1.5900 -1.7698 -0.31 -0.68 1.25
S -3.7384 -2.0749 -3.3083 0.54 -0.91 -1.43
O -3.8723 -3.5030 -3.5126 -0.38 0.45 0.20
O -2.4261 -1.5153 -3.4901 0.58 0.40 0.09
C -4.8942 -1.1358 -4.3135 0.05 -1.98 -0.15
H -6.6566 -0.1516 -3.8840 -0.82 0.31 0.37
H -6.5846 -1.8580 -3.3633 -0.96 -0.68 0.34
H -6.2015 -0.4710 -1.2886 0.14 0.06 0.27
H -5.0065 0.4732 -2.1967 0.07 -0.30 0.24
H -4.7737 -2.5271 -1.3210 -0.19 0.62 -0.17
H -3.5335 -1.3045 -1.1709 0.01 0.40 0.20
H -5.0957 -1.7935 -5.1844 0.10 0.73 0.31
H -4.3216 -0.2649 -4.5409 0.04 0.81 -0.46
C 1.0652 -0.3513 3.8350 -1.28 -0.55 -0.82
C 1.6523 1.0305 3.5566 -0.83 1.05 2.31
C 0.4033 2.0036 3.6153 -0.14 -0.28 0.34
O -0.7456 1.2316 3.9070 -0.06 -1.50 -0.54
C -0.3680 -0.1161 4.3341 -0.08 2.46 0.93
H 1.5776 -0.9001 4.6132 0.47 -0.20 -0.15
H 0.9875 -0.9455 2.9137 0.32 0.06 0.27
H 2.2332 1.1495 2.6682 0.18 -0.25 -0.69
H 2.3170 1.2603 4.4150 -0.22 0.13 -0.53
H 0.1918 2.4938 2.6688 0.27 0.20 -0.25
H 0.3666 2.7629 4.4120 1.03 0.04 -0.30
H -1.1690 -0.7472 3.9978 0.01 -0.66 -0.35
H -0.4356 -0.0385 5.4357 0.30 -0.56 -0.24
C 0.5704 -5.3876 -0.1308 -0.37 -0.35 0.62
C -0.4292 -5.4105 -1.3440 1.16 1.13 1.26
C -1.5179 -4.4588 -0.8202 0.46 0.08 0.32
O -1.4432 -4.4571 0.6348 -0.04 -0.05 -0.56
C -0.4230 -5.3615 1.0567 0.28 0.27 -1.41
H 1.1820 -4.4866 0.0221 0.03 -0.27 -0.78
H 1.1958 -6.2990 -0.1015 -0.09 0.58 -0.01
H -0.8107 -6.4113 -1.4118 -0.26 -0.53 -0.17
H 0.0289 -5.1337 -2.3068 -0.30 0.07 0.42
H -2.4875 -4.8149 -1.1222 -0.56 0.07 -0.11
H -1.3724 -3.4191 -1.1512 -0.06 -0.41 -0.04
H -0.7996 -6.3517 1.1806 -0.70 -0.94 0.19
H -0.0500 -5.0413 2.0136 0.42 0.35 0.20
C 4.2000 -2.6613 1.3245 0.46 -0.55 -1.07
C 5.2297 -3.8380 1.4502 -1.61 -0.15 0.54
C 4.2493 -5.0466 1.6770 0.00 0.21 -0.21
O 2.9375 -4.5098 1.9594 0.52 0.40 0.38
C 3.0721 -3.1040 2.2471 0.06 -0.54 0.34
H 3.8143 -2.6053 0.2631 0.29 -0.04 1.12
H 4.6327 -1.6955 1.5650 0.01 0.11 0.10
H 5.8301 -3.6594 2.3475 0.07 -0.18 -0.18
H 5.8733 -4.0298 0.5944 -0.03 0.30 -0.01
H 4.6020 -5.7395 2.4597 -0.25 0.41 0.03
H 4.0890 -5.6519 0.7834 0.34 0.06 -0.15
H 3.2856 -2.9944 3.3628 -0.16 0.24 -1.32
H 2.1289 -2.6084 1.9641 0.27 -0.26 0.39
C 0.5765 1.8641 -4.4591 -0.41 0.22 -0.38
C 0.3757 0.5342 -5.2223 0.84 0.36 0.05
C 0.3375 0.9815 -6.6910 -0.09 0.21 -0.99
O 1.1622 2.1850 -6.7770 -0.27 -1.22 0.59
C 1.4989 2.6046 -5.4577 -1.24 -0.11 0.51
H 0.9765 1.7947 -3.4472 0.56 -0.42 -0.18
H -0.3694 2.3912 -4.2448 0.09 -0.13 -0.75
H -0.4435 -0.0721 -4.8699 -0.47 -0.05 -0.10
H 1.2880 -0.0760 -5.1061 -0.25 0.18 0.07
H -0.6822 1.2219 -7.1230 0.93 -0.19 0.77
H 0.7984 0.2371 -7.3767 -0.34 0.31 0.49
H 1.3425 3.6469 -5.4840 -0.28 1.42 0.35
H 2.5184 2.4789 -5.1502 0.90 -0.63 -0.37
C -0.4281 0.6188 -0.2873 0.32 0.45 -1.28
C -0.3555 -0.9112 -0.4546 0.95 -0.52 -0.34
C 1.0859 -1.0817 -1.0175 -0.33 0.69 0.77
O 1.8479 -0.1479 -0.2221 -0.28 0.03 -0.28
C 1.0947 1.0598 -0.1800 0.01 0.39 0.84
H -1.2302 0.9351 0.3839 0.81 0.13 0.73
H -0.7144 1.1313 -1.2161 -0.34 -0.63 -0.19
H -1.1106 -1.3774 -1.1054 0.20 0.54 0.07
H -0.3779 -1.4701 0.5020 -0.13 0.53 -0.26
H 1.1792 -0.8500 -2.0842 -0.20 0.18 -0.01
H 1.5447 -2.0387 -0.8469 -0.02 -0.56 0.11
H 1.4246 1.7204 -1.0266 -0.62 -0.53 0.41
H 1.3857 1.6238 0.7419 -0.39 -0.61 -0.53
C -5.0492 3.2241 0.7438 0.72 -0.11 0.22
C -4.2913 1.8975 1.0748 0.39 0.83 -1.28
C -3.4808 2.2904 2.2753 -0.02 -0.30 1.34
O -3.2639 3.6820 2.1687 1.19 -0.14 0.25
C -4.4722 4.2363 1.7790 -0.65 -0.92 -0.84
H -6.0895 3.0911 0.8977 -1.11 -0.14 0.24
H -4.9551 3.5173 -0.2953 0.39 0.24 -0.10
H -3.6128 1.5475 0.2698 -0.49 0.36 0.17
H -5.0148 1.1378 1.2521 -0.36 -0.84 0.34
H -2.5239 1.7930 2.4117 0.07 0.04 -0.19
H -4.0590 2.0757 3.1965 0.09 0.15 -0.14
H -4.3085 5.2086 1.3804 0.23 0.81 -0.38
H -5.1242 4.3287 2.6385 -0.45 -0.03 0.33
```
Forces are in eV/Å.

Computed properties:
**HOMO level**: -0.345 Eh
**Molecular weight**: 673.0 g mol⁻¹
**HOMO-LUMO gap**: 0.35681 Ha
**Total energy**: -2806.2642 a.u.
**Relative energy (zero: lowest compared OMol25 entry of this formula, charge and spin)**: 12.0 kJ/mol
**Total charge**: 0

Atom charges from the Löwdin analysis, given in e for atoms 1 to 99:
1 C -0.22
2 C -0.22
3 C -0.23
4 S 0.63
5 O -0.32
6 O -0.30
7 C -0.22
8 H 0.12
9 H 0.09
10 H 0.09
11 H 0.14
12 H 0.10
13 H 0.11
14 H 0.12
15 H 0.09
16 C -0.20
17 C -0.21
18 C -0.24
19 S 0.63
20 O -0.32
21 O -0.33
22 C -0.22
23 H 0.11
24 H 0.11
25 H 0.11
26 H 0.12
27 H 0.13
28 H 0.09
29 H 0.12
30 H 0.09
31 C -0.15
32 C -0.14
33 C -0.18
34 O -0.19
35 C -0.15
36 H 0.11
37 H 0.09
38 H 0.07
39 H 0.11
40 H 0.10
41 H 0.12
42 H 0.11
43 H 0.12
44 C -0.15
45 C -0.13
46 C -0.18
47 O -0.15
48 C -0.21
49 H 0.09
50 H 0.11
51 H 0.10
52 H 0.12
53 H 0.10
54 H 0.09
55 H 0.10
56 H 0.11
57 C -0.16
58 C -0.14
59 C -0.18
60 O -0.18
61 C -0.21
62 H 0.12
63 H 0.10
64 H 0.10
65 H 0.10
66 H 0.11
67 H 0.11
68 H 0.14
69 H 0.10
70 C -0.15
71 C -0.16
72 C -0.18
73 O -0.14
74 C -0.21
75 H 0.08
76 H 0.11
77 H 0.09
78 H 0.12
79 H 0.13
80 H 0.12
81 H 0.10
82 H 0.11
83 C -0.12
84 C -0.14
85 C -0.17
86 O -0.17
87 C -0.18
88 H 0.09
89 H 0.10
90 H 0.07
91 H 0.11
92 H 0.12
93 H 0.10
94 H 0.11
95 H 0.09
96 C -0.13
97 C -0.16
98 C -0.22
99 O -0.12

- What is the formula in the second record?
  C32H64O10S2

- Among the records above, which one has the highest total charge?
  C32H64O10S2